Computed, not measured: the molecule C16H19NO2S2, with ωB97M-V with the def2-TZVPD basis set.

Geometry as ORCA input:
```
! wB97M-V def2-TZVPD RIJCOSX def2/J DEFGRID3
* xyz 0 1
O -4.0206 -0.6084 -1.0530
C -3.3904 -0.6129 -0.0148
N -2.2345 -1.2878 0.1422
H -1.6694 -1.1511 0.9714
C -1.5929 -1.9780 -0.9498
C -0.6575 -3.0470 -0.4113
H -0.1398 -3.5623 -1.2192
H -1.2074 -3.7720 0.1871
S 0.5955 -2.3568 0.7286
C 1.6704 -1.5173 -0.4802
C 2.7865 -0.8265 0.2173
C 2.9675 -0.4666 1.5180
C 4.2179 0.1991 1.5711
C 4.6985 0.1927 0.3010
O 3.8398 -0.4292 -0.5290
H 5.6024 0.5749 -0.1298
H 4.6857 0.6194 2.4373
H 2.2962 -0.6573 2.3297
H 1.0666 -0.7937 -1.0343
H 2.0613 -2.2668 -1.1728
H -1.0384 -1.2675 -1.5791
H -2.3751 -2.4284 -1.5685
C -3.8369 0.1416 1.2299
C -3.1002 1.4693 1.3950
H -3.5208 2.0179 2.2387
H -3.1729 2.0879 0.5027
S -1.3291 1.2790 1.8180
C -0.4351 1.5940 0.3191
C -0.9771 1.4910 -0.9538
C -0.1744 1.7307 -2.0573
C 1.1593 2.0673 -1.9026
C 1.6953 2.1737 -0.6286
C 0.9040 1.9388 0.4779
H 1.3117 2.0176 1.4737
H 2.7323 2.4429 -0.4950
H 1.7769 2.2481 -2.7692
H -0.6031 1.6467 -3.0454
H -2.0108 1.2230 -1.1073
H -4.9036 0.3503 1.1273
H -3.6777 -0.4763 2.1151
*
```

HOMO = -8.299 eV
Kohn-Sham gap = 8.908 eV
E = -44156.1596 eV
SMILES = O=C(CCSc1ccccc1)NCCSCc1ccco1
lowest unoccupied orbital energy = 0.61 eV
energy relative to the best compared isomer or geometry (same formula, charge and spin) = 0.83 kJ/mol



Computed, not measured: a cluster of 7 separate species, C16H20B3F24O8 in total, with ωB97M-V with the def2-TZVPD basis set.

Geometry as ORCA input:
```
! wB97M-V def2-TZVPD RIJCOSX def2/J DEFGRID3
* xyz -3 1
B -3.2762 3.6349 2.9790
F -3.7201 2.5150 2.3224
F -3.9283 3.6255 4.1730
F -1.9868 3.3945 3.2183
F -3.5299 4.7882 2.2533
B -1.0505 0.1512 1.4234
F -0.5401 0.3568 0.1789
F -0.5014 0.9716 2.4329
F -2.3783 0.4450 1.4917
F -0.7567 -1.0778 1.8442
B -4.4857 1.9975 -1.6435
F -5.5161 1.4818 -2.3479
F -4.7890 3.2595 -1.1169
F -4.1182 1.0862 -0.7044
F -3.3383 2.0940 -2.4347
C 2.8606 -1.3916 2.7449
C 3.6872 -2.7099 2.8778
O 5.0674 -2.3533 2.9357
C 5.6359 -1.8967 4.1801
O 5.0432 -1.8387 5.2167
C 7.1702 -1.4475 4.0663
F 7.8456 -1.6502 5.1728
F 7.7823 -2.0259 2.9837
F 7.2325 -0.1400 3.7997
H 3.4133 -0.9082 1.9393
H 2.7902 -0.8494 3.6878
H 1.9390 -1.5911 2.1980
H 3.3631 -3.3561 2.0620
H 3.4601 -3.4188 3.6741
C 2.3855 0.3958 -0.8995
C 2.8711 1.6095 -0.0509
O 3.1431 2.7787 -0.8097
C 2.2018 3.6426 -1.1020
O 1.0034 3.5532 -0.8760
C 2.7576 4.9055 -1.8400
F 2.3190 6.0571 -1.1866
F 4.0955 4.8762 -2.0327
F 2.2480 4.8892 -3.0372
H 3.0384 0.1236 -1.7288
H 1.4574 0.6247 -1.4233
H 2.1150 -0.5012 -0.3423
H 3.7317 1.3754 0.5758
H 2.1519 1.7944 0.7471
C 0.2010 -1.8318 -3.9326
C -0.8905 -0.8132 -3.5504
O -0.8702 0.2197 -4.4650
C -0.4939 1.4891 -4.1628
O -0.2377 1.9087 -3.0866
C -0.4383 2.4679 -5.3064
F 0.8479 2.7694 -5.4346
F -0.9456 2.0015 -6.4166
F -1.0829 3.5995 -5.0082
H -0.1615 -2.6920 -3.3697
H 1.2059 -1.6265 -3.5638
H 0.3952 -2.1044 -4.9700
H -0.8244 -0.4508 -2.5246
H -1.8523 -1.3254 -3.5214
C -3.0027 -2.6154 -1.2365
C -4.0226 -2.1562 -0.1237
O -4.4627 -3.1267 0.7754
C -3.9982 -3.0955 2.1288
O -3.5086 -2.1272 2.7423
C -4.3857 -4.3758 2.8702
F -3.4093 -4.7330 3.7429
F -5.4793 -4.1675 3.6407
F -4.6285 -5.3693 2.0545
H -1.9982 -2.2546 -1.0155
H -3.3216 -2.1201 -2.1536
H -2.9934 -3.6968 -1.3728
H -4.9552 -1.8187 -0.5758
H -3.5811 -1.2258 0.2334
*
```

HOMO = -1.157 eV
Kohn-Sham gap = 5.911 eV
E = -100561.5604 eV
lowest unoccupied orbital energy = 4.75 eV



Computed, not measured: a structure of composition C16H20BN8O4STa, with ωB97M-V with the def2-TZVPD basis set.

Geometry as ORCA input:
```
! wB97M-V def2-TZVPD RIJCOSX def2/J DEFGRID3
* xyz 3 2
Ta 0.1576 -0.9658 -1.4969
C -2.6887 -3.1316 -0.5922
C -2.3304 -1.9193 0.1583
C -3.0551 -1.1393 1.0944
C -2.2230 -0.0865 1.4449
N -1.0764 -0.1005 0.7539
N -1.1436 -1.2679 -0.0584
B 0.1114 0.8016 0.7525
N 1.4218 -0.0771 0.8131
C 2.0888 -0.6579 1.8290
C 2.8497 -1.7549 1.3268
C 2.7786 -1.6592 -0.0774
C 3.5674 -2.3815 -1.1129
N 1.8292 -0.7045 -0.3841
N 0.1574 1.4866 -0.6644
C 0.9701 2.4508 -1.0652
C 0.9310 2.6022 -2.4852
C -0.0423 1.6596 -2.9181
C -0.7686 1.5915 -4.2518
N -0.4292 0.9105 -1.8116
N 0.0886 1.8261 1.8016
C -0.7280 2.8946 1.7993
C -1.1133 3.1767 3.1203
C -0.3781 2.2567 3.9021
C -0.3527 2.0665 5.3874
N 0.2798 1.4124 3.1182
H -3.3309 -3.8208 -0.0288
H -1.7416 -3.6950 -0.7442
H -3.1300 -2.8931 -1.5962
H -3.9647 -1.4732 1.6080
H -2.4889 0.6661 2.2026
H 1.9212 -0.2973 2.8823
H 3.4291 -2.5065 1.7784
H 4.5626 -2.4509 -0.7211
H 3.5374 -1.9182 -2.1189
H 3.2051 -3.4171 -1.2666
H 1.5378 3.0819 -0.3864
H 1.4625 3.2365 -3.1830
H -0.7787 2.6066 -4.7527
H -1.7750 1.2763 -4.0230
H -0.3198 0.7487 -4.8381
H -1.0218 3.3968 0.9299
H -1.8098 3.9299 3.4797
H 0.2770 2.7894 5.9092
H -0.0814 1.0246 5.6854
H -1.4298 2.2321 5.6984
O 1.0964 -1.1544 -3.4736
S 0.1668 -2.4163 -3.5298
O 0.4790 -3.3663 -4.5264
O 0.5146 -2.9681 -2.0120
O -1.2186 -1.9016 -3.3568
*
```

HOMO (alpha / beta) = -19.371 / -19.369 eV
Kohn-Sham gap (alpha / beta) = 7.961 / 5.365 eV
E = -50062.6701 eV
lowest unoccupied orbital energy (alpha / beta) = -11.41 / -14.00 eV



Computed, not measured: a structure of composition C16H20BrF5IN2O3Pt, with ωB97M-V with the def2-TZVPD basis set.

Geometry as ORCA input:
```
! wB97M-V def2-TZVPD RIJCOSX def2/J DEFGRID3
* xyz 1 3
Pt -0.8364 -0.0813 -0.7747
C 2.4563 -0.4261 3.3667
N 1.2222 0.1900 2.8926
C 0.1592 0.4077 3.8723
C 1.0150 0.4678 1.6074
O -0.0262 0.9949 1.1820
C 2.1190 0.0971 0.6240
O 1.7278 0.3838 -0.6997
C 2.0254 1.6898 -1.1672
C 0.7603 2.4997 -1.4602
O -0.3051 1.9164 -1.7110
N 0.8483 3.8260 -1.5038
C 2.0727 4.6004 -1.3728
C -0.3445 4.6240 -1.7780
H 2.3718 -0.5838 4.4373
H 2.6280 -1.3949 2.8937
H 3.3206 0.2153 3.1893
H -0.1183 -0.5472 4.3215
H 0.4990 1.0883 4.6520
H -0.7039 0.8370 3.3751
H 3.0572 0.5991 0.8749
H 2.2861 -0.9813 0.6689
H 2.6767 2.2025 -0.4612
H 2.5574 1.5757 -2.1155
H 2.9584 3.9739 -1.3565
H 2.1573 5.2748 -2.2251
H 2.0433 5.2025 -0.4631
H -1.2195 3.9839 -1.7900
H -0.4582 5.3801 -1.0011
H -0.2473 5.1196 -2.7448
F -3.2807 -0.5553 -2.2918
C -2.9334 -0.0302 -1.0862
F -3.5979 -0.7610 -0.1526
C -3.4875 1.3994 -1.0311
F -3.1549 2.0630 -2.1452
F -4.8142 1.4329 -0.9126
F -2.9684 2.0525 0.0289
Br -0.9441 -2.2003 1.0609
C -0.9975 -3.8076 0.0346
C -1.3143 -4.9671 0.7279
C -1.3737 -6.1775 0.0606
C -1.1255 -6.2288 -1.3026
C -0.8136 -5.0712 -1.9944
C -0.7437 -3.8566 -1.3259
I -0.2086 -2.1724 -2.5103
H -1.5205 -4.9077 1.7880
H -1.6182 -7.0744 0.6126
H -1.1783 -7.1689 -1.8342
H -0.6276 -5.1045 -3.0594
*
```

HOMO (alpha / beta) = -10.388 / -11.993 eV
Kohn-Sham gap (alpha / beta) = 7.743 / 8.129 eV
E = -121009.2293 eV
lowest unoccupied orbital energy (alpha / beta) = -2.65 / -3.86 eV



Computed, not measured: a structure of composition C16H20Cl2N3O2S4W, with ωB97M-V with the def2-TZVPD basis set.

Geometry as ORCA input:
```
! wB97M-V def2-TZVPD RIJCOSX def2/J DEFGRID3
* xyz 1 1
W 0.3942 -0.6524 0.2679
C 3.3379 1.3258 2.9479
C 2.7407 0.3526 1.9772
S 1.1968 -0.3188 2.4397
C 3.3445 -0.0175 0.8153
C 4.6905 0.5099 0.3915
S 2.5974 -1.1786 -0.2616
H 2.7508 2.2459 2.9648
H 4.3633 1.5793 2.6910
H 3.3267 0.9092 3.9563
H 4.6865 1.6006 0.3551
H 4.9614 0.1398 -0.5944
H 5.4672 0.2005 1.0931
N -1.5276 0.3291 0.9756
C -2.6331 0.2869 -0.0193
C -2.3375 1.1824 -1.2043
C -1.1093 0.8191 -2.0133
O -0.8533 1.3525 -3.0586
O -0.3324 -0.1461 -1.5066
H -1.8093 -0.1856 1.8089
H -1.3637 1.2900 1.2698
H -3.5641 0.5984 0.4555
H -2.7461 -0.7503 -0.3346
H -2.2142 2.2222 -0.8903
H -3.1839 1.1733 -1.8916
S 0.9604 2.1089 0.1395
C 1.6022 2.5082 -1.3729
N 2.0036 1.6756 -2.3081
C 2.2887 2.2502 -3.6203
C 2.6790 3.7029 -3.3570
S 1.8118 4.1657 -1.8246
H 1.7705 0.6933 -2.2255
H 1.3919 2.1705 -4.2362
H 3.1002 1.7008 -4.0934
H 2.3521 4.3604 -4.1575
H 3.7496 3.8235 -3.2067
Cl 0.1949 -4.3123 -1.5093
C -0.7697 -4.4904 -0.0927
C -1.3604 -5.7048 0.2028
C -2.1275 -5.8304 1.3514
C -2.3154 -4.7554 2.2082
C -1.7185 -3.5473 1.9092
Cl -1.9478 -2.1817 2.9505
C -0.9324 -3.3973 0.7631
N -0.3224 -2.1988 0.4847
H -1.2160 -6.5424 -0.4643
H -2.5881 -6.7810 1.5820
H -2.9189 -4.8493 3.0995
*
```

HOMO (alpha / beta) = -11.191 / -11.191 eV
Kohn-Sham gap (alpha / beta) = 6.798 / 6.797 eV
E = -95691.5474 eV
lowest unoccupied orbital energy (alpha / beta) = -4.39 / -4.39 eV
energy relative to the best compared isomer or geometry (same formula, charge and spin) = 0.00 kJ/mol